A 2-piece molecular cluster, C4H13N2 overall. Source: OMol25; level of theory: the ωB97M-V functional and the def2-TZVPD basis.

Maximum force   0.0172 hartree/bohr
Net charge   +1
Highest occupied orbital energy   -14.4 eV
Spin multiplicity   1
ΔE to the lowest compared entry with this formula, charge and spin   131.28 kJ/mol

Positions of all 19 atoms, in Å:
N (0.1323, 0.8137, -1.0240)
N (-1.1725, -1.1081, 0.5329)
C (-2.1722, -0.6344, 1.5598)
C (1.5470, 0.5299, -1.2888)
C (2.0884, -0.5164, -0.3306)
C (-0.1812, 1.9832, -0.6381)
H (-1.2371, 2.1526, -0.4428)
H (3.1459, -0.6954, -0.5205)
H (0.5526, 2.7834, -0.5553)
H (-1.6209, -1.7897, -0.0714)
H (1.6113, 0.1457, -2.3078)
H (-3.0282, -0.2520, 1.0068)
H (1.6162, -1.4811, -0.5383)
H (-1.7264, 0.1870, 2.1106)
H (-0.8314, -0.2884, -0.0778)
H (1.9997, -0.2290, 0.7146)
H (-2.4796, -1.4825, 2.1603)
H (-0.3734, -1.5737, 0.9641)
H (2.1296, 1.4553, -1.2538)



A 3-piece molecular cluster, C4H13N2 overall in a non-equilibrium geometry. Source: OMol25; level of theory: the ωB97M-V functional and the def2-TZVPD basis.

Maximum force   0.1216 hartree/bohr
Net charge   +1
Highest occupied orbital energy   -13.1 eV
Spin multiplicity   1
ΔE to the lowest compared entry with this formula, charge and spin   826.73 kJ/mol

Positions of all 19 atoms, in Å:
N (1.0089, -1.0993, -1.2199)
N (-2.0663, -0.1908, -2.0907)
C (-0.5554, 1.2381, 2.3152)
C (0.4527, -0.6428, 0.7771)
C (0.5522, 0.5320, 1.4723)
C (1.4471, -1.3241, 0.0673)
H (1.7613, -1.1083, -1.7967)
H (1.4701, -2.2869, 0.5662)
H (1.5016, 1.0283, 1.7201)
H (-2.7078, -0.9679, -2.0745)
H (-2.3864, 0.4055, -2.7967)
H (-0.5614, -1.0408, 0.7576)
H (0.1987, 1.0557, -1.6449)
H (-1.5638, 0.7614, 2.4395)
H (0.8711, 1.3807, -1.7105)
H (-0.1344, 1.3735, 3.3068)
H (-1.0644, -0.4986, -2.1762)
H (2.4517, -0.8658, 0.2099)
H (-0.6754, 2.2502, 1.8781)



An isolated ion of composition C4H13N2 and charge +1 in a non-equilibrium geometry. Source: OMol25; level of theory: the ωB97M-V functional and the def2-TZVPD basis.

Maximum force   0.1020 hartree/bohr
Net charge   +1
Highest occupied orbital energy   -14.1 eV
SMILES   CC[C@@H]([NH3+])CN
Spin multiplicity   1
ΔE to the lowest compared entry with this formula, charge and spin   270.36 kJ/mol

Positions of all 19 atoms, in Å:
N (-1.5753, 0.9562, -1.2235)
N (-0.5392, 0.3589, 1.5549)
C (2.2936, -0.3716, 0.3799)
C (1.0244, 0.0616, -0.5476)
C (-0.1835, -0.5461, 0.1259)
C (-1.5056, -0.4413, -0.7495)
H (-2.3624, -0.7751, -0.1314)
H (0.0408, 0.2113, 2.3811)
H (-1.4767, 0.0754, 1.6978)
H (3.2199, -0.3977, -0.1418)
H (2.3749, -1.3786, 0.8751)
H (2.2957, 0.3340, 1.2230)
H (-0.5660, 1.3350, 1.1297)
H (-1.3494, 1.1342, -2.1839)
H (-0.2578, -1.4493, 0.6647)
H (-1.2097, -1.3331, -1.6281)
H (1.3194, -0.2243, -1.4809)
H (1.0570, 1.1674, -0.6434)
H (-2.6002, 1.2830, -1.3020)



Which formula does entry 3 have? C4H13N2



Which value of highest occupied orbital energy does entry 3 give? -14.1 eV



What is the maximum force in the first record? 0.0172 hartree/bohr



What is the formula in the second record? C4H13N2